Record 1
A structure of composition C61H51FeN5P2SSi at a distorted geometry. Source: the OMol25 dataset; level of theory: wB97M-V/def2-TZVPD.

Each line ends with the Löwdin spin population.
Geometry (Å):
Fe  0.329  -0.540  0.337  0.26
S  1.728  0.223  -2.728  0.00
P  0.108  -2.781  0.238  0.42
P  -1.546  1.597  0.868  0.02
Si  -0.308  -0.958  2.518  -0.01
N  -2.630  -0.416  -0.338  -0.01
N  0.567  -0.255  -1.752  0.00
N  1.453  3.595  6.154  0.00
N  2.537  2.354  4.432  0.00
N  2.290  -0.167  0.908  -0.01
C  -0.615  2.157  -5.391  0.00
C  3.063  -0.804  -4.880  0.00
C  -4.144  -3.837  -2.226  0.00
C  -2.028  1.391  2.590  0.00
C  -3.182  2.236  4.525  0.00
C  2.779  0.884  1.578  0.00
C  -1.291  -2.576  2.529  0.04
C  -4.199  -3.727  -0.842  0.00
C  -1.480  -0.204  0.107  0.02
C  -0.058  3.432  -5.392  0.00
C  4.764  2.418  2.224  0.00
C  1.369  -2.235  -3.904  0.00
C  -2.153  -3.008  3.535  -0.01
C  3.149  -0.877  0.157  0.00
C  1.840  3.695  -0.122  0.00
C  4.469  -0.543  -0.023  0.00
C  3.318  4.521  5.006  0.00
C  1.625  2.524  5.385  0.00
C  4.123  1.266  1.527  0.00
C  -2.712  -4.279  3.505  0.05
C  0.391  -4.120  -0.948  0.06
C  -1.458  0.342  3.325  0.00
C  -0.032  3.643  1.922  0.00
C  2.077  -1.050  -3.931  0.00
C  -3.551  -2.823  -2.966  0.00
C  -2.520  3.403  -1.011  0.00
C  -1.555  -4.742  1.449  0.04
C  -2.883  2.327  3.178  0.00
C  1.919  4.615  0.910  0.00
C  3.384  3.368  4.234  0.00
C  1.893  -5.778  -1.856  0.00
C  -2.403  -5.148  2.464  -0.01
C  -1.780  0.290  4.686  0.00
C  -0.056  1.156  -4.616  0.00
C  2.622  -2.971  -5.821  0.00
C  0.973  4.593  1.927  0.00
C  -3.516  3.941  -1.810  0.00
C  0.859  -6.299  -2.620  0.01
C  -0.121  2.721  0.876  0.00
C  1.060  3.710  -4.622  0.00
C  -3.021  -1.711  -2.328  0.00
C  1.061  -1.269  3.773  0.00
C  1.646  -3.201  -4.867  0.00
C  4.470  3.269  3.221  0.00
C  -4.175  2.121  0.181  0.00
C  1.056  1.450  -3.834  0.00
C  -3.676  -2.618  -0.196  0.00
C  2.314  4.591  5.956  0.00
C  1.622  2.712  -3.834  0.00
C  -2.621  1.216  5.282  0.00
C  -1.011  -3.457  1.474  0.03
C  -4.839  3.574  -1.612  0.00
C  -5.168  2.667  -0.614  0.00
C  3.334  -1.774  -5.827  0.00
C  -3.076  -1.607  -0.939  0.00
C  0.817  2.757  -0.149  0.00
C  -0.638  -4.638  -1.736  0.02
C  -2.844  2.500  0.000  0.00
C  1.661  -4.692  -1.023  0.02
C  -0.406  -5.726  -2.564  0.00
C  4.957  0.553  0.672  0.00
H  0.653  -1.608  4.728  0.00
H  -1.350  -0.490  5.303  0.00
H  -6.198  2.377  -0.461  0.00
H  1.038  -7.154  -3.259  0.00
H  4.096  -1.599  -6.573  0.00
H  -3.840  2.962  4.985  0.00
H  -3.258  4.652  -2.583  0.00
H  -4.661  -4.510  -0.254  0.00
H  2.463  -4.304  -0.406  0.01
H  1.694  -0.400  3.961  0.00
H  -0.744  3.622  2.736  0.00
H  2.196  5.472  6.577  0.00
H  1.499  4.698  -4.635  0.00
H  -4.437  1.402  0.946  0.00
H  -2.606  -0.889  -2.900  0.00
H  2.834  -3.724  -6.568  0.00
H  5.097  -1.129  -0.677  0.00
H  -5.616  3.994  -2.237  0.00
H  2.712  5.350  0.924  0.00
H  -3.377  -4.598  4.297  0.00
H  -1.628  -4.202  -1.679  0.00
H  1.096  -4.131  -4.857  0.00
H  2.075  1.424  2.188  0.00
H  5.727  2.629  1.769  0.00
H  2.578  3.710  -0.911  0.00
H  -1.214  -6.131  -3.158  0.00
H  -3.727  -2.527  0.881  0.00
H  -1.492  3.705  -1.170  0.00
H  3.606  0.133  -4.885  0.00
H  1.023  5.309  2.732  0.00
H  1.693  -2.072  3.386  0.00
H  2.734  -1.758  -0.317  0.00
H  -3.516  -2.887  -4.046  0.00
H  -1.337  -5.419  0.633  0.00
H  -2.836  1.148  6.340  0.00
H  4.019  5.332  4.870  0.00
H  -0.496  4.209  -6.004  0.00
H  -4.561  -4.703  -2.721  0.00
H  -0.263  -0.522  -2.277  0.00
H  -2.407  -2.345  4.353  0.00
H  2.500  2.912  -3.237  0.00
H  0.947  1.697  5.547  0.00
H  0.615  -2.408  -3.146  0.00
H  -2.829  -6.142  2.442  0.00
H  2.877  -6.225  -1.896  0.00
H  -1.479  1.942  -6.004  0.00
H  -0.473  0.156  -4.629  0.00
H  0.739  2.050  -0.964  0.00
H  5.994  0.847  0.567  0.00
H  -3.313  3.125  2.586  0.00
H  5.222  4.036  3.377  0.00

Its spin multiplicity is 2. The value obtained for the total energy is -143206.23374 eV. The value obtained for the HOMO-LUMO gap (alpha / beta) is 6.509 / 6.847 eV. As for the energy relative to the best compared isomer or geometry (same formula, charge and spin): 278.10 kJ/mol. The value obtained for the LUMO energy (alpha / beta) is -2.505 / -2.794 eV. As for the charge: +1. The expectation value of S² is 1.09.

---

Record 2
A structure of composition C61H53IN5O8P2SSeTl at a distorted geometry. Source: the OMol25 dataset; level of theory: wB97M-V/def2-TZVPD.

Each line ends with the Löwdin charge.
Geometry (Å):
Tl  -0.204  0.145  -0.370  0.83
I  5.812  -1.309  1.738  0.86
Se  0.214  -2.879  -2.128  0.76
S  0.531  -2.357  1.643  0.89
P  0.191  0.853  2.509  1.11
P  -2.308  -1.704  0.084  1.08
O  0.139  -1.189  -2.266  -0.58
O  -2.238  5.342  -0.644  -0.10
O  4.025  5.870  -1.667  -0.09
O  -0.475  -3.194  -0.646  -0.57
O  1.524  -3.420  1.493  -0.43
O  -0.577  -3.574  -3.310  -0.41
O  2.293  1.965  -3.812  -0.07
O  1.754  -3.287  -2.171  -0.44
N  1.443  2.160  -0.917  0.13
N  2.116  -0.582  -0.170  -0.05
N  1.899  4.482  -1.013  0.15
N  2.817  -1.050  -1.197  0.04
N  -0.205  3.760  -0.479  0.14
C  5.139  1.940  -0.783  -0.09
C  3.707  2.864  3.340  -0.07
C  0.751  -0.415  3.708  -0.38
C  -2.201  -4.655  3.633  -0.05
C  2.740  1.875  3.257  -0.11
C  -1.280  1.540  3.366  -0.35
C  -1.425  3.145  -0.799  -0.22
C  5.225  6.543  -1.975  -0.07
C  -1.966  2.595  2.763  -0.10
C  -3.499  2.688  4.608  -0.09
C  -2.849  1.337  -1.456  -0.14
C  -1.025  -3.112  2.214  -0.32
C  -3.882  -0.786  0.548  -0.35
C  2.927  -0.591  0.878  -0.25
C  -3.508  -2.948  -3.615  -0.07
C  -1.017  -4.083  3.200  -0.05
C  -3.708  -3.901  -1.021  -0.07
C  -4.184  -4.128  -3.369  -0.08
C  -5.038  -0.831  -0.231  -0.09
C  1.871  5.180  -2.238  -0.15
C  1.984  6.529  -4.670  -0.09
C  -1.775  1.010  4.556  -0.08
C  -3.046  -2.700  -1.262  -0.37
C  3.022  5.902  -2.594  -0.22
C  -2.953  -2.230  -2.568  -0.13
C  1.054  3.378  -0.822  -0.39
C  -3.420  -3.262  2.106  -0.09
C  0.792  5.156  -3.108  -0.02
C  1.179  3.480  2.412  -0.10
C  2.145  4.469  2.499  -0.07
C  0.939  1.543  -3.750  -0.05
C  4.050  -1.408  -0.835  -0.09
C  0.966  -1.737  3.333  -0.33
C  -6.163  -0.103  0.124  -0.08
C  1.457  2.169  2.790  -0.33
C  0.847  5.828  -4.322  -0.08
C  -2.875  1.587  5.173  -0.06
C  -3.911  2.206  -1.612  -0.06
C  -3.405  -4.216  3.108  -0.06
C  4.476  1.824  -3.079  0.00
C  3.074  6.564  -3.808  -0.02
C  2.786  2.003  -1.378  -0.21
C  1.633  -2.593  4.201  -0.07
C  3.419  4.163  2.952  -0.08
C  4.163  -1.108  0.506  -0.73
C  -3.286  6.281  -0.774  -0.07
C  -4.288  -4.598  -2.068  -0.07
C  -3.051  3.180  3.392  -0.08
C  1.661  -0.893  5.893  -0.06
C  -3.886  0.005  1.691  -0.09
C  3.125  1.907  -2.737  -0.22
C  -6.148  0.687  1.261  -0.08
C  1.960  -2.186  5.479  -0.05
C  -5.010  0.730  2.052  -0.07
C  -2.516  4.031  -0.931  -0.22
C  -3.753  3.554  -1.323  -0.01
C  5.473  1.841  -2.125  -0.08
C  -2.228  -2.733  1.607  -0.31
C  1.096  -0.001  5.002  -0.12
C  3.807  2.030  -0.429  -0.05
C  -1.611  1.789  -1.019  -0.16
H  0.938  1.030  5.291  0.12
H  -0.302  4.763  -0.389  0.14
H  -3.562  4.006  2.917  0.11
H  1.923  -3.566  3.830  0.11
H  3.526  2.135  0.612  0.10
H  5.050  7.606  -2.164  0.10
H  3.001  0.876  3.580  0.10
H  -3.002  0.031  2.313  0.09
H  -4.817  -5.520  -1.866  0.10
H  -2.850  7.242  -0.518  0.10
H  -4.108  6.060  -0.087  0.10
H  0.196  3.740  2.055  0.08
H  2.612  -0.241  1.839  0.06
H  3.963  7.101  -4.107  0.10
H  2.853  4.325  -0.711  0.12
H  4.717  1.755  -4.130  0.12
H  1.903  5.483  2.207  0.11
H  0.004  5.779  -4.997  0.10
H  -3.380  -2.595  -4.628  0.11
H  0.843  0.535  -3.344  0.06
H  -1.670  2.934  1.779  0.08
H  0.312  2.222  -3.172  0.06
H  2.326  -1.338  -2.039  0.11
H  -2.392  -1.332  -2.790  0.09
H  1.903  -0.566  6.894  0.11
H  -4.596  4.222  -1.421  0.11
H  -4.998  1.330  2.950  0.08
H  4.742  -1.860  -1.519  0.14
H  6.507  1.773  -2.431  0.10
H  0.597  1.543  -4.784  0.10
H  -2.184  -5.436  4.381  0.11
H  -0.093  4.589  -2.860  0.10
H  -4.612  -4.692  -4.186  0.10
H  5.861  6.433  -1.100  0.09
H  -4.338  -4.648  3.446  0.11
H  -4.361  -2.934  1.686  0.11
H  -7.023  1.261  1.539  0.10
H  2.040  7.048  -5.616  0.10
H  2.465  -2.864  6.153  0.11
H  4.693  2.611  3.707  0.11
H  5.718  6.096  -2.843  0.10
H  -5.068  -1.450  -1.117  0.10
H  -3.665  6.309  -1.799  0.10
H  -1.323  0.138  5.001  0.10
H  -4.874  1.834  -1.930  0.11
H  -0.078  -4.419  3.613  0.11
H  -4.357  3.131  5.094  0.11
H  -3.756  -4.312  -0.024  0.09
H  -2.976  0.289  -1.686  0.06
H  -3.247  1.164  6.097  0.11
H  4.181  4.928  3.000  0.11
H  5.903  1.959  -0.018  0.10
H  -7.052  -0.157  -0.490  0.11

The value obtained for the total energy is -195495.60766 eV. The value obtained for the HOMO-LUMO gap is 7.452 eV. As for the energy relative to the best compared isomer or geometry (same formula, charge and spin): 122.68 kJ/mol. The value obtained for the LUMO energy is -0.646 eV.